The following is a quantum chemistry calculation of C5H10O in the gas phase, from the Open Molecules 2025 dataset.

```
16
Properties=species:S:1:pos:R:3:nbo_charge:R:1
C -0.939 -1.852 -0.306 -0.73
C 0.314 -0.995 -0.258 0.61
O 1.409 -1.508 -0.160 -0.54
C 0.131 0.517 -0.332 -0.32
C 1.472 1.240 -0.322 -0.60
C -0.790 1.004 0.795 -0.60
H -1.795 -1.331 -0.747 0.22
H -0.728 -2.767 -0.864 0.24
H -1.210 -2.145 0.716 0.24
H -0.378 0.705 -1.291 0.21
H 2.123 0.880 -1.123 0.22
H 1.995 1.071 0.625 0.22
H 1.324 2.318 -0.447 0.21
H -0.364 0.759 1.775 0.21
H -1.790 0.562 0.739 0.21
H -0.904 2.092 0.748 0.22
```

Calculated values
Gap between HOMO and LUMO = 10.50 eV
LUMO level = 0.036 Eh